Density functional theory data (ωB97M-V/def2-TZVPD) for an isolated molecule of C24H28N6O2.

Last column: Mulliken charge in e.
Geometry (Å):
C  1.060  1.543  -1.200  -0.6140
O  1.982  0.972  -2.104  -0.2415
C  3.322  1.011  -1.687  -0.7932
C  3.681  0.012  -0.572  -0.3872
N  3.347  0.520  0.729  0.7968
N  3.883  1.656  1.187  -0.5279
N  3.435  1.852  2.356  -0.7516
N  2.610  0.883  2.721  -0.1647
C  2.544  0.040  1.713  -0.0926
C  1.704  -1.181  1.644  -0.6229
N  0.349  -0.818  1.251  0.8777
C  -0.392  -0.082  2.254  -1.2168
C  -0.767  -0.868  3.528  -0.5141
C  -1.511  0.029  4.471  0.1563
C  -0.819  0.976  5.218  -0.3078
C  -1.495  1.829  6.070  -0.6811
C  -2.873  1.749  6.186  -0.4148
C  -3.571  0.813  5.443  -0.5883
C  -2.893  -0.039  4.588  -0.3142
C  -0.390  -1.892  0.591  -1.7692
C  -0.426  -1.615  -0.891  0.7224
C  -1.486  -1.025  -1.489  -0.2761
C  -1.482  -0.683  -2.872  0.7858
C  -2.556  -0.058  -3.519  -1.0841
C  -2.478  0.264  -4.851  -0.6501
C  -1.324  -0.021  -5.595  0.9050
C  -1.270  0.344  -7.045  -1.5407
C  -0.259  -0.638  -4.971  -0.7625
C  -0.325  -0.973  -3.619  0.0479
N  0.716  -1.594  -2.991  0.1782
C  0.770  -1.926  -1.662  0.1118
O  1.782  -2.450  -1.209  -0.8255
H  0.854  0.883  -0.351  0.0540
H  1.420  2.510  -0.832  0.3951
H  0.138  1.692  -1.761  0.2489
H  3.902  0.756  -2.577  0.3662
H  3.598  2.023  -1.355  0.4636
H  4.761  -0.158  -0.598  0.4061
H  3.160  -0.933  -0.737  0.1495
H  1.742  -1.682  2.624  0.5338
H  2.104  -1.859  0.888  0.7699
H  -1.302  0.296  1.780  0.2688
H  0.215  0.777  2.550  0.4609
H  0.148  -1.218  4.010  0.2653
H  -1.377  -1.735  3.267  0.4624
H  0.256  1.040  5.128  0.3978
H  -0.946  2.558  6.648  0.3843
H  -3.402  2.413  6.855  0.3698
H  -4.646  0.745  5.528  0.3724
H  -3.443  -0.770  4.012  0.3460
H  -1.413  -1.927  0.970  0.6130
H  0.082  -2.864  0.770  0.3727
H  -2.370  -0.788  -0.912  0.4288
H  -3.447  0.168  -2.952  0.4379
H  -3.311  0.745  -5.341  0.4260
H  -1.447  1.411  -7.172  0.3486
H  -0.305  0.097  -7.477  0.3382
H  -2.046  -0.187  -7.596  0.3452
H  0.641  -0.863  -5.526  0.2913
H  1.563  -1.766  -3.520  0.2426

Its calculated total energy is -1410.35529 a.u. Its SMILES is COCCn1nnnc1CN(CCc1ccccc1)Cc1cc2ccc(C)cc2[nH]c1=O. For the energy relative to the best compared isomer or geometry (same formula, charge and spin), the calculation gives 0.014 eV. The calculation puts the highest occupied orbital energy at -8.4 eV. The value obtained for the LUMO energy is 0.1 eV.